Run A
{
  "formula": "C4H10O",
  "method": "ωB97M-V/def2-TZVPD",
  "homo_lumo_gap_ev": 10.73,
  "symbols": ["C", "C", "C", "C", "O", "H", "H", "H", "H", "H", "H", "H", "H", "H", "H"],
  "xyz": [[-0.54887, -1.30803, -1.91005], [-0.20764, -0.23075, -0.87664], [-0.39202, -0.84433, 0.48855], [0.81313, 1.71852, 1.75329], [-1.46165, -0.92426, 1.04523], [-1.58151, -1.63723, -1.76806], [0.10277, -2.18077, -1.79833], [-0.43906, -0.92969, -2.92841], [0.82324, 0.11984, -1.00171], [-0.88444, 0.62367, -0.97660], [0.51851, -1.27933, 0.95376], [1.57230, 1.07215, 1.30487], [0.60007, 2.54890, 1.07749], [1.18699, 2.09780, 2.70459], [-0.10182, 1.15352, 1.93201]]
}


Run B
{
  "formula": "C4H10O",
  "method": "ωB97M-V/def2-TZVPD",
  "homo_lumo_gap_ev": 9.69,
  "symbols": ["C", "C", "H", "H", "H", "H", "H", "H", "C", "C", "O", "H", "H", "H", "H"],
  "xyz": [[-4.44983, -1.08451, -0.92322], [-3.12600, -1.91466, -0.76509], [-4.99574, -1.00940, 0.05469], [-5.05074, -1.47938, -1.71075], [-4.22804, 0.07335, -1.35009], [-3.20434, -3.04912, -0.75479], [-2.50313, -1.89850, -1.63554], [-2.44291, -1.55374, 0.21653], [4.03824, 1.86329, 2.03193], [4.55665, 1.64487, 0.78839], [3.93765, 2.04825, -0.44269], [4.79478, 2.03253, 2.80772], [2.96198, 1.86891, 2.22075], [5.46266, 0.98913, 0.63763], [4.24876, 1.46898, -1.17547]]
}


Run C
{
  "formula": "C4H10O",
  "method": "ωB97M-V/def2-TZVPD",
  "homo_lumo_gap_ev": 5.90,
  "symbols": ["C", "O", "C", "C", "C", "H", "H", "H", "H", "H", "H", "H", "H", "H", "H"],
  "xyz": [[0.56847, 0.74957, -0.10139], [-0.46384, 1.33399, -3.20677], [1.09382, -0.65260, -0.07488], [0.33293, -0.11285, 1.11462], [-1.12788, -0.49707, 1.19036], [-0.04965, 1.14152, -2.36159], [1.05117, 1.71375, 0.06152], [-1.08107, 1.99855, -2.83958], [0.60191, -1.25856, -0.82478], [2.16383, -0.73836, -0.26305], [0.44002, -1.84202, 1.65859], [0.91837, -0.04183, 2.03268], [-1.66149, 0.30752, 1.70115], [-1.46693, -0.66415, 0.17303], [-1.31965, -1.43747, 1.74009]]
}


Relative calculated energies, zero for the most stable structure, unit kJ/mol: run A 0.0; run B 224.3; run C 718.3.


Run A
{
  "formula": "C4H10O",
  "method": "ωB97M-V/def2-TZVPD",
  "homo_lumo_gap_ev": 9.53,
  "symbols": ["C", "C", "C", "O", "C", "H", "H", "H", "H", "H", "H", "H", "H", "H", "H"],
  "xyz": [[-1.93879, 0.15742, 0.06192], [-1.17565, -1.09635, 0.48150], [1.31149, 1.00905, 1.25861], [1.42327, 1.12655, -0.03297], [2.10573, 0.05581, -0.70580], [-1.28318, 0.86373, -0.46050], [-2.76908, -0.08623, -0.61002], [-2.35785, 0.67524, 0.93163], [-0.76029, -1.61703, -0.38965], [-1.82693, -1.80276, 1.00709], [-0.34236, -0.85030, 1.15114], [0.74623, 1.93770, 1.52236], [1.41609, -0.36208, -1.44252], [2.97525, 0.48366, -1.20956], [2.40144, -0.69307, 0.03208]]
}


Run B
{
  "formula": "C4H10O",
  "method": "ωB97M-V/def2-TZVPD",
  "homo_lumo_gap_ev": [8.10, 8.30],
  "symbols": ["C", "C", "C", "O", "C", "H", "H", "H", "H", "H", "H", "H", "H", "H", "H"],
  "xyz": [[-2.11694, 0.40799, 0.50833], [-1.21307, -0.39985, -0.42578], [0.19062, 0.10790, -0.41210], [1.15124, -0.74738, -0.56114], [2.43958, -0.48061, -0.53025], [-2.11735, 1.46937, 0.23421], [-3.15079, 0.05160, 0.45703], [-1.77306, 0.33089, 1.54486], [-1.62884, -0.36230, -1.44557], [-1.20324, -1.45539, -0.13090], [1.21927, 0.47722, 1.47051], [0.42660, 1.16102, -0.56086], [2.75660, 0.52551, -0.78796], [1.95550, 0.25698, 1.35517], [3.06387, -1.34293, -0.71555]]
}


Relative calculated energies, zero for the most stable structure, unit kJ/mol: run A 0.0; run B 91.6.


Run A
{
  "formula": "C4H10O",
  "method": "ωB97M-V/def2-TZVPD",
  "homo_lumo_gap_ev": 10.23,
  "symbols": ["C", "C", "C", "C", "H", "H", "H", "H", "H", "H", "H", "H", "H", "H", "O"],
  "xyz": [[1.58121, 0.32117, 1.02532], [0.59396, 0.54821, 2.23953], [0.08749, 1.95398, 2.25934], [-0.98522, 2.37033, 1.55345], [2.57743, -0.08689, 1.20408], [1.07052, -0.44714, 0.44001], [1.67675, 1.22383, 0.42585], [1.21485, 0.41877, 3.12582], [-0.29774, 0.00734, 1.93312], [0.42931, 2.72375, 2.95453], [-1.09163, 3.39241, 1.21307], [-1.58901, 1.63490, 1.02271], [-0.51487, -3.77404, -4.89964], [-1.79185, -4.44036, -5.08116], [-1.12869, -3.96854, -5.60120]]
}


Run B
{
  "formula": "C4H10O",
  "method": "ωB97M-V/def2-TZVPD",
  "homo_lumo_gap_ev": 9.76,
  "symbols": ["C", "C", "C", "C", "H", "H", "H", "H", "H", "H", "H", "H", "H", "H", "O"],
  "xyz": [[-0.22788, 0.31816, -0.47646], [0.74273, 0.76455, 0.31764], [2.05609, 0.06340, 0.57309], [-1.49353, 1.11524, -0.63699], [-0.01606, -0.45044, -1.19949], [0.49277, 1.50087, 1.12995], [2.20856, -0.27620, 1.58803], [2.22963, -0.84391, -0.08760], [2.91911, 0.70098, 0.38612], [-1.23447, 2.17087, -0.34811], [-2.41377, 1.05885, -0.03812], [-1.69837, 1.17301, -1.71847], [-0.65254, -3.00429, 0.40988], [-1.85407, -1.96144, 0.23920], [-1.05822, -2.32966, -0.13868]]
}


Run C
{
  "formula": "C4H10O",
  "method": "ωB97M-V/def2-TZVPD",
  "homo_lumo_gap_ev": 10.76,
  "symbols": ["C", "C", "C", "C", "O", "H", "H", "H", "H", "H", "H", "H", "H", "H", "H"],
  "xyz": [[-0.79343, -0.36677, -1.74793], [-0.37397, 0.67827, -0.71159], [0.73608, 0.37883, 0.30253], [0.03625, -0.12310, 1.74236], [1.60735, -0.61334, -0.16277], [-0.80513, -1.34765, -1.26912], [-0.17355, -0.45105, -2.64968], [-1.81548, -0.14194, -2.08261], [-0.39613, 1.70767, -1.10300], [-1.03938, 0.60571, 0.13649], [1.27389, 1.31807, 0.51931], [-0.81009, 0.47189, 2.16425], [-0.36490, -1.15810, 1.71125], [0.79192, -0.10715, 2.53890], [2.12656, -0.85136, 0.61161]]
}


Relative calculated energies, zero for the most stable structure, unit kJ/mol: run A 54.2; run B 9.8; run C 0.0.


Run A
{
  "formula": "C7H16N",
  "method": "ωB97M-V/def2-TZVPD",
  "homo_lumo_gap_ev": 8.99,
  "charge": 1,
  "symbols": ["C", "C", "C", "C", "C", "C", "C", "N", "H", "H", "H", "H", "H", "H", "H", "H", "H", "H", "H", "H", "H", "H", "H", "H"],
  "xyz": [[-0.16818, 0.12592, 2.43335], [-0.32072, 0.66753, 1.03833], [0.74294, 0.21441, 0.06700], [0.38768, -1.01769, -0.71762], [-0.31868, -0.91103, -1.84868], [-0.67997, 0.33626, -2.58095], [0.66415, -2.35472, -0.09663], [-0.25032, 2.23071, 1.19626], [0.85931, -0.03591, 2.75277], [-0.60761, -0.86080, 2.57012], [-0.80271, 0.61477, 3.17315], [-1.28504, 0.56366, 0.56910], [1.16929, 0.98488, -0.59821], [1.70491, 0.09398, 0.54716], [-0.50408, -1.87353, -2.31281], [0.20310, 0.89942, -2.87468], [-1.44936, 0.98497, -2.14108], [-1.22333, 0.09824, -3.49772], [0.34993, -2.39790, 0.94118], [0.30490, -3.18469, -0.68626], [1.75136, -2.48703, 0.01276], [-1.01632, 2.69469, 0.70395], [-0.29649, 2.51252, 2.17017], [0.57135, 2.64595, 0.74895]]
}


Run B
{
  "formula": "C7H16N",
  "method": "ωB97M-V/def2-TZVPD",
  "homo_lumo_gap_ev": 6.61,
  "charge": 1,
  "symbols": ["C", "C", "C", "C", "C", "C", "C", "N", "H", "H", "H", "H", "H", "H", "H", "H", "H", "H", "H", "H", "H", "H", "H", "H"],
  "xyz": [[-1.49124, -0.74481, 1.00671], [-1.63354, 0.71240, 0.57495], [-1.24585, 0.89769, -0.90822], [-0.02968, 0.06694, -1.27327], [0.99697, 0.08958, -0.25346], [2.16476, 0.66315, -0.28510], [3.18272, 0.64012, 0.84502], [-2.18805, -1.62714, 0.12416], [-1.55853, -1.03460, 2.05465], [-0.39042, -0.86304, 0.72787], [-1.03381, 1.29487, 1.27395], [-2.67651, 1.01043, 0.70286], [-2.10122, 0.59817, -1.50870], [-1.04503, 1.95263, -1.08776], [-0.40632, -0.94854, -1.47962], [0.35671, 0.41233, -2.23713], [2.67145, -1.53535, -0.41933], [2.30171, 1.47068, -1.00352], [4.06788, 0.02757, 0.68858], [2.66455, 0.27165, 1.72630], [3.48300, 1.66590, 1.05076], [-2.04647, -2.59802, 0.37642], [2.54335, -2.26842, -0.46105], [-3.18686, -1.44892, 0.16749]]
}


Relative calculated energies, zero for the most stable structure, unit kJ/mol: run A 0.0; run B 445.4.


Run A
{
  "formula": "C7H16N",
  "method": "ωB97M-V/def2-TZVPD",
  "homo_lumo_gap_ev": 9.24,
  "charge": 1,
  "symbols": ["C", "C", "C", "N", "H", "H", "H", "H", "H", "H", "H", "H", "C", "C", "C", "C", "H", "H", "H", "H", "H", "H", "H", "H"],
  "xyz": [[1.07174, -2.59200, -1.41857], [0.18644, -1.80199, -0.52433], [-1.08291, -2.06626, -0.28784], [-1.86401, -1.15269, 0.58407], [0.60308, -3.49743, -1.79529], [1.42740, -1.97795, -2.24413], [1.95920, -2.89008, -0.85349], [0.58816, -0.86666, -0.13980], [-1.68626, -2.83434, -0.74742], [-1.22588, -0.52168, 1.07841], [-2.48369, -0.56300, 0.01730], [-2.43975, -1.64054, 1.27260], [-0.04671, 1.96211, -0.02797], [1.01794, 1.83908, 0.75054], [1.22683, 0.82316, 1.83526], [-0.27551, 3.06149, -1.02456], [-0.91351, 1.32135, 0.13125], [1.88010, 2.47200, 0.56151], [1.98799, 0.09537, 1.54331], [1.60142, 1.31379, 2.73381], [0.32508, 0.27496, 2.12004], [0.52503, 3.79580, -0.97436], [-1.20861, 3.57305, -0.78379], [-0.35801, 2.69434, -2.04831]]
}


Run B
{
  "formula": "C7H16N",
  "method": "ωB97M-V/def2-TZVPD",
  "homo_lumo_gap_ev": 8.22,
  "charge": 1,
  "symbols": ["C", "C", "C", "C", "C", "C", "C", "N", "H", "H", "H", "H", "H", "H", "H", "H", "H", "H", "H", "H", "H", "H", "H", "H"],
  "xyz": [[0.69595, 0.40863, -2.57034], [-0.25872, 0.41134, -1.38994], [0.14585, -0.48633, -0.20800], [0.46948, 0.23319, 2.11630], [-0.38103, 0.05340, 1.10744], [-1.85840, 0.30373, 1.16950], [0.17202, 0.33586, 3.58387], [0.97119, -1.00734, -3.10450], [0.29575, 1.03565, -3.35724], [1.69096, 0.75481, -2.30266], [-1.26180, 0.27854, -1.79378], [-0.16892, 1.42045, -0.98529], [1.22434, -0.62687, -0.16940], [-0.26960, -1.49825, -0.27207], [1.52963, 0.08772, 1.92248], [-2.44756, -0.47918, 0.68524], [-2.15063, 1.23613, 0.70312], [-2.14533, 0.32772, 2.20619], [0.79354, 1.07590, 4.07757], [-0.87291, 0.47050, 3.85836], [0.30797, -0.67491, 3.98698], [1.93939, -1.12585, -3.24193], [0.53751, -1.14784, -4.01963], [0.50188, -1.71217, -2.53244]]
}


Relative calculated energies, zero for the most stable structure, unit kJ/mol: run A 51.2; run B 0.0.